No. 1
# C22H23N4PRuSSe2

A structure of composition C22H23N4PRuSSe2 (wB97M-V/def2-TZVPD, the OMol25 dataset).

Positions of all 54 atoms, in Å:
Ru1 -1.409 -0.926 0.638
Se1 -0.034 -1.786 2.579
Se2 -1.004 -0.656 -1.746
S1 -3.033 -0.737 -1.083
P1 0.899 -1.394 0.739
N1 -0.733 1.798 -0.270
N2 -2.811 -0.549 2.115
N3 -1.372 1.041 0.676
N4 0.012 1.911 -2.430
C1 2.840 -2.975 -0.426
C2 -2.093 3.126 1.764
C3 -2.044 1.648 1.603
C4 1.472 -2.777 -0.229
C5 0.356 2.577 -4.756
C6 0.989 -4.825 -1.394
C7 0.549 -3.713 -0.702
C8 2.352 -5.013 -1.604
C9 3.593 2.231 0.247
C10 -0.540 1.253 -1.421
C11 2.255 0.834 1.674
C12 -2.851 0.760 2.449
C13 -3.672 1.213 3.466
C14 3.343 1.391 -0.834
C15 -4.441 -1.032 3.771
C16 2.012 -0.011 0.595
C17 0.293 1.414 -3.783
C18 -4.476 0.303 4.138
C19 2.554 0.267 -0.665
C20 3.054 1.953 1.495
C21 -3.588 -1.424 2.755
C22 3.273 -4.096 -1.119
H1 -3.509 -2.458 2.446
H2 -1.441 3.615 1.050
H3 0.587 2.209 -5.753
H4 0.277 -5.550 -1.763
H5 3.266 2.602 2.334
H6 2.695 -5.885 -2.144
H7 -0.502 0.728 -4.079
H8 -0.595 3.105 -4.796
H9 4.224 3.100 0.115
H10 4.331 -4.256 -1.271
H11 -3.114 3.484 1.621
H12 -0.515 -3.583 -0.521
H13 -3.690 2.262 3.723
H14 2.380 -0.403 -1.500
H15 1.140 3.282 -4.474
H16 -5.059 -1.770 4.262
H17 1.237 0.863 -3.785
H18 1.834 0.612 2.647
H19 3.562 -2.271 -0.036
H20 -1.785 3.397 2.776
H21 0.277 2.868 -2.229
H22 -5.126 0.637 4.935
H23 3.780 1.606 -1.800

The HOMO-LUMO gap is 7.39 eV. The net charge is +2. The calculation puts the HOMO energy at -14.35 eV.

No. 2
# C17H20ClN3O4S

The molecule C17H20ClN3O4S at a distorted geometry (wB97M-V/def2-TZVPD, the OMol25 dataset).

Positions of all 46 atoms, in Å:
Cl1 -4.379 2.365 -0.053
S1 0.804 -2.452 -1.021
O1 -0.245 -1.141 -4.578
O2 -0.039 -3.554 -0.665
O3 1.998 -2.728 -1.774
O4 1.169 0.641 4.422
N1 -0.375 1.463 3.018
N2 -0.163 -1.289 -1.751
N3 2.436 -0.661 2.083
C1 1.269 -1.548 0.423
C2 -0.443 2.660 -0.466
C3 -3.174 1.451 2.627
C4 -1.804 2.683 -0.710
C5 0.404 -0.746 1.175
C6 1.156 -0.188 2.194
C7 -0.856 1.861 1.761
C8 -0.893 -2.200 -3.905
C9 0.918 -0.738 -3.888
C10 0.581 -0.273 -2.467
C11 3.545 -0.317 2.933
C12 -2.239 1.882 1.541
C13 -2.684 2.304 0.292
C14 -1.307 -1.778 -2.494
C15 0.697 0.668 3.299
C16 0.032 2.259 0.767
C17 2.515 -1.465 1.004
H1 -0.806 1.890 3.829
H2 1.091 2.255 0.971
H3 3.168 -0.040 3.916
H4 1.493 -0.073 -1.905
H5 1.351 0.076 -4.473
H6 -0.220 -3.068 -3.834
H7 4.212 -1.172 3.026
H8 -3.290 2.244 3.367
H9 3.428 -1.938 0.703
H10 -2.189 3.001 -1.666
H11 -2.047 -0.972 -2.540
H12 4.105 0.523 2.515
H13 -1.711 -2.625 -1.940
H14 -0.037 0.630 -2.500
H15 0.246 2.972 -1.234
H16 -1.764 -2.458 -4.511
H17 -0.641 -0.619 0.986
H18 -2.787 0.567 3.132
H19 -4.155 1.224 2.221
H20 1.631 -1.573 -3.826

The HOMO-LUMO gap is 9.30 eV. Its structure (SMILES) is Cc1c(Cl)cccc1NC(=O)c1cc(S(=O)(=O)N2CCOCC2)cn1C. The calculation puts the HOMO energy at -8.85 eV.

No. 3
# C24H21ClN7O7SV

A structure of composition C24H21ClN7O7SV (wB97M-V/def2-TZVPD, the OMol25 dataset).

Positions of all 62 atoms, in Å:
V1 -0.232 -0.201 0.620
Cl1 -1.925 -1.423 0.791
S1 -2.474 0.619 -1.227
O1 3.882 0.719 -6.107
O2 5.552 -0.601 -5.752
O3 0.701 1.744 -2.414
O4 0.914 -1.549 0.956
O5 4.591 -2.322 0.097
O6 0.666 0.276 -0.746
O7 6.019 -2.755 -1.459
N1 0.589 -1.361 3.168
N2 -4.108 2.456 -2.262
N3 -0.585 1.717 1.292
N4 0.049 -0.236 2.644
N5 5.036 -2.211 -1.027
N6 4.556 -0.010 -5.418
N7 -2.017 2.896 -2.682
C1 1.929 -3.876 3.598
C2 -1.571 4.096 2.274
C3 -2.855 2.050 -2.083
C4 -2.727 3.907 -3.481
C5 2.903 0.356 -3.635
C6 -1.223 3.977 0.945
C7 4.779 -1.118 -3.224
C8 2.679 -5.312 1.329
C9 4.058 -0.269 -4.044
C10 1.694 -3.361 2.317
C11 2.921 -5.818 2.600
C12 3.123 -0.754 -1.495
C13 4.286 -1.333 -1.952
C14 -0.744 2.761 0.476
C15 1.048 -2.077 2.190
C16 -1.377 3.012 3.131
C17 2.545 -5.103 3.733
C18 -0.457 0.683 3.399
C19 2.066 -4.084 1.181
C20 2.435 0.099 -2.348
C21 -0.859 1.852 2.612
C22 -0.574 0.578 4.868
C23 -4.211 3.589 -3.189
C24 1.236 0.814 -1.903
H1 2.972 -5.879 0.456
H2 -1.606 3.086 4.185
H3 -4.757 3.304 -4.085
H4 -0.410 1.542 5.346
H5 -4.888 1.903 -1.947
H6 5.692 -1.587 -3.565
H7 -2.452 4.912 -3.170
H8 -1.969 5.026 2.659
H9 -4.725 4.424 -2.718
H10 -1.587 0.244 5.115
H11 -1.322 4.803 0.255
H12 -0.481 2.619 -0.560
H13 1.633 -3.310 4.470
H14 2.788 -0.969 -0.489
H15 3.405 -6.780 2.711
H16 0.126 -0.158 5.253
H17 -1.045 2.657 -2.809
H18 2.736 -5.508 4.718
H19 2.386 1.029 -4.305
H20 -2.485 3.793 -4.536
H21 1.872 -3.686 0.195

The HOMO-LUMO gap is 5.29 eV. The net charge is +2. The calculation puts the HOMO energy at -14.22 eV.

No. 4
# CH2BrF2P

The molecule CH2BrF2P at a distorted geometry (wB97M-V/def2-TZVPD, the OMol25 dataset).

Positions of all 7 atoms, in Å:
Br1 2.724 -0.376 -0.513
P1 0.337 -1.204 0.464
F1 -1.017 0.039 -1.575
F2 -1.865 0.416 0.429
C1 -0.706 0.334 -0.280
H1 0.671 -0.600 1.825
H2 -0.143 1.392 -0.349

The HOMO-LUMO gap is 8.40 eV. Its structure (SMILES) is FC(F)PBr. The calculation puts the HOMO energy at -10.30 eV.

No. 5
# C74H166Br38O24P6

A cluster of 25 separate species, C74H166Br38O24P6 in total at a distorted geometry (wB97M-V/def2-TZVPD, the OMol25 dataset).

Positions of all 308 atoms, in Å:
Br1 2.831 8.526 2.163
Br2 -4.306 1.954 -2.719
Br3 1.926 5.237 5.085
Br4 0.806 -9.361 3.110
Br5 -1.257 1.528 7.506
Br6 3.611 -7.202 -2.258
Br7 3.148 -1.773 2.309
Br8 5.669 0.676 3.866
Br9 1.837 -7.379 -7.677
Br10 5.273 4.989 2.803
Br11 0.576 4.161 -5.061
Br12 5.152 -3.026 -3.367
Br13 0.122 -8.286 -3.467
Br14 -1.105 2.603 3.102
Br15 9.359 -4.179 2.148
Br16 2.417 0.890 6.364
Br17 -3.687 6.392 2.941
Br18 -8.633 0.685 -5.321
Br19 -5.139 -3.830 6.328
Br20 -1.551 -0.082 -5.139
Br21 1.305 -3.695 -4.782
Br22 2.903 -5.647 1.427
Br23 -0.357 6.803 -0.635
Br24 -4.255 0.113 6.117
Br25 6.319 -1.861 7.622
Br26 -3.521 5.498 -1.721
Br27 3.310 0.551 -4.564
Br28 -1.198 -5.444 2.408
Br29 6.313 -3.065 0.399
Br30 -4.001 -2.478 2.137
Br31 -0.967 -0.917 4.213
Br32 9.022 5.765 0.285
Br33 -4.896 -2.376 -6.068
Br34 7.460 3.677 5.770
Br35 -1.886 -4.678 -2.051
Br36 5.006 2.788 8.309
Br37 -2.900 -5.343 -6.955
Br38 -6.536 -2.289 -2.489
P1 -8.982 0.959 -0.102
P2 9.710 2.170 -5.486
P3 0.225 0.715 -0.971
P4 5.310 3.998 -2.579
P5 -4.236 -8.017 0.968
P6 -6.600 4.156 4.316
O1 -5.655 4.523 5.481
O2 -7.699 0.035 0.061
O3 -5.824 3.327 3.240
O4 10.285 1.010 -6.384
O5 10.765 2.339 -4.334
O6 -4.397 -6.856 -0.100
O7 6.790 4.542 -2.365
O8 5.222 2.718 -1.673
O9 8.449 1.580 -4.736
O10 -8.245 2.336 -0.414
O11 -0.539 1.668 -1.814
O12 -5.220 -9.135 0.968
O13 4.328 4.991 -1.767
O14 1.226 -0.183 -1.829
O15 -9.952 1.037 1.009
O16 9.390 3.348 -6.282
O17 -2.751 -8.383 0.781
O18 -9.684 0.408 -1.405
O19 -4.306 -7.222 2.355
O20 -7.929 3.341 4.703
O21 4.925 3.805 -4.002
O22 1.094 1.394 0.197
O23 -7.190 5.385 3.540
O24 -0.659 -0.333 -0.178
C1 1.692 3.557 6.066
C2 6.929 -0.247 -5.246
C3 5.622 -0.813 5.085
C4 4.047 6.281 -2.286
C5 -11.097 0.190 -1.498
C6 0.995 -7.208 -4.940
C7 0.722 -1.746 3.811
C8 10.517 1.654 -2.074
C9 4.797 7.340 -1.487
C10 -3.759 -4.908 -5.183
C11 4.238 -4.410 -2.442
C12 11.466 0.962 -8.437
C13 -4.078 -3.636 4.727
C14 -1.842 -4.437 -0.121
C15 1.982 -7.835 3.042
C16 -7.927 2.109 5.450
C17 2.157 2.311 -0.187
C18 -6.399 3.063 1.937
C19 0.061 -1.139 -4.953
C20 -5.017 -3.084 3.684
C21 -11.633 0.992 -2.667
C22 8.217 5.941 -3.764
C23 5.892 1.448 -1.928
C24 -3.568 1.891 5.836
C25 1.379 7.436 1.508
C26 1.390 -2.446 -0.708
C27 -2.419 -9.201 -0.362
C28 -8.278 -0.950 -4.326
C29 -7.788 -1.291 0.588
C30 -2.158 4.115 2.576
C31 -9.072 3.418 -0.849
C32 -3.063 -0.710 -0.896
C33 6.373 -0.446 6.309
C34 -7.066 -0.672 -3.494
C35 -7.889 0.912 4.486
C36 1.495 -0.865 2.864
C37 6.092 4.847 6.582
C38 -4.555 -8.001 3.553
C39 -7.875 -1.397 2.085
C40 -7.847 6.343 4.355
C41 -2.347 3.958 -2.156
C42 2.574 2.582 5.397
C43 -5.695 -6.425 -0.527
C44 -7.915 7.698 3.572
C45 -0.816 -5.355 0.504
C46 -5.132 -4.270 -5.345
C47 -5.210 3.139 0.951
C48 5.772 0.404 -0.824
C49 2.150 -7.420 1.575
C50 7.824 4.514 -3.371
C51 4.632 -5.728 -3.029
C52 1.855 2.779 -5.518
C53 -0.307 -2.580 -4.956
C54 -1.004 -9.718 -0.330
C55 7.709 -3.357 2.956
C56 -2.085 -0.033 0.037
C57 -6.438 -5.410 0.374
C58 -2.944 2.431 7.084
C59 11.047 1.250 -3.444
C60 -2.723 4.943 3.720
C61 -3.388 -8.785 4.053
C62 7.300 5.072 0.796
C63 -2.829 3.156 -3.269
C64 1.265 -8.197 -6.037
C65 3.001 2.615 1.073
C66 1.866 1.795 -4.385
C67 10.116 0.976 -7.786
C68 5.826 4.554 8.047
C69 -8.300 4.683 -0.722
C70 7.046 5.450 2.211
C71 7.378 1.181 -5.534
C72 2.084 -1.221 -1.308
C73 1.137 7.744 0.080
C74 6.440 -3.767 2.276
H1 -2.208 3.395 -1.228
H2 2.707 -1.520 -2.150
H3 -6.903 8.040 3.361
H4 -7.454 -5.273 -0.032
H5 3.644 2.805 5.352
H6 -4.066 -0.312 -0.685
H7 6.766 4.576 8.598
H8 7.951 -2.301 3.078
H9 6.196 0.712 0.152
H10 2.801 3.275 -5.641
H11 -9.168 -1.220 -3.738
H12 12.148 1.191 -3.486
H13 -3.080 -9.650 3.463
H14 -11.203 -0.857 -1.770
H15 -7.990 4.875 0.309
H16 5.834 7.097 -1.708
H17 -7.171 -0.732 2.591
H18 4.218 6.350 -3.366
H19 7.449 -0.277 6.179
H20 0.455 -2.693 3.363
H21 -4.849 4.162 0.999
H22 -1.937 5.363 4.339
H23 -2.811 -4.747 0.237
H24 0.561 7.618 2.201
H25 0.482 -0.788 -4.017
H26 1.208 -1.859 4.795
H27 -8.613 1.109 3.707
H28 -6.917 0.750 4.017
H29 7.680 1.336 -6.578
H30 -4.346 2.596 5.556
H31 1.041 8.789 -0.197
H32 -3.029 -1.816 -0.901
H33 -11.682 2.043 -2.373
H34 5.997 -1.684 4.551
H35 -3.688 -4.614 4.516
H36 -0.256 -8.927 -0.306
H37 2.652 -8.115 0.911
H38 -2.944 -4.359 -4.717
H39 7.754 -0.960 -5.375
H40 -5.617 -2.211 4.017
H41 -8.870 -1.123 2.473
H42 4.763 0.021 -0.685
H43 1.532 2.353 -6.468
H44 -5.950 -4.424 0.342
H45 -3.571 -8.982 5.100
H46 7.216 4.017 0.531
H47 6.509 -4.834 2.112
H48 -7.323 0.056 -2.727
H49 -3.647 2.224 7.879
H50 -1.001 -2.848 -4.151
H51 -2.831 -0.375 -1.892
H52 6.531 1.887 -5.379
H53 9.462 1.787 -8.114
H54 -8.411 7.463 2.626
H55 -2.041 2.569 -3.748
H56 3.936 3.114 0.827
H57 -5.729 -4.065 -4.451
H58 -8.522 -1.905 0.053
H59 5.942 0.433 6.794
H60 -2.894 1.860 4.961
H61 1.112 -7.366 1.209
H62 -3.293 -2.919 4.943
H63 -11.641 0.376 -0.558
H64 8.650 4.050 -2.865
H65 -7.444 4.681 -1.410
H66 12.026 1.857 -8.153
H67 -4.978 -7.244 4.228
H68 -8.824 5.907 4.551
H69 6.548 5.427 0.094
H70 0.347 -8.733 -6.332
H71 3.167 -4.167 -2.525
H72 7.297 6.382 -4.194
H73 9.649 0.011 -7.985
H74 -9.330 3.274 -1.916
H75 -8.153 -1.740 -5.039
H76 6.485 5.851 6.472
H77 -2.684 -8.577 -1.204
H78 -7.705 -2.453 2.307
H79 -7.150 2.045 6.222
H80 -1.604 -3.388 0.064
H81 1.010 -0.581 1.916
H82 1.941 3.723 7.134
H83 -0.789 -2.966 -5.843
H84 2.309 2.401 4.345
H85 -6.595 -5.777 1.385
H86 2.467 3.153 1.868
H87 10.877 2.637 -1.822
H88 8.585 6.485 -2.900
H89 11.392 1.006 -9.520
H90 -4.456 2.440 1.276
H91 -2.531 -8.097 3.956
H92 0.962 1.218 -4.286
H93 5.462 1.125 -2.882
H94 -8.983 5.482 -1.022
H95 -5.523 2.978 -0.095
H96 12.112 0.146 -8.158
H97 -3.065 -10.086 -0.405
H98 6.809 -0.371 -4.166
H99 2.092 2.298 -3.460
H100 1.950 7.402 -0.561
H101 4.574 -0.981 5.259
H102 4.622 7.302 -0.425
H103 -5.376 -8.665 3.347
H104 -12.617 0.633 -2.914
H105 4.540 -4.347 -1.388
H106 1.958 -9.040 -5.874
H107 -3.803 -5.825 -4.583
H108 4.502 8.353 -1.844
H109 -0.741 -10.335 0.538
H110 2.971 6.465 -2.170
H111 4.380 -5.781 -4.099
H112 -11.022 0.910 -3.571
H113 5.244 4.751 5.913
H114 0.721 -0.861 -5.776
H115 7.552 3.916 -4.253
H116 5.997 -0.520 -5.758
H117 -8.856 2.237 5.979
H118 1.875 -6.800 -4.465
H119 0.230 -6.480 -5.229
H120 5.674 -6.035 -2.943
H121 1.772 6.430 1.597
H122 -6.133 -0.405 -3.971
H123 5.547 -3.504 2.851
H124 7.751 -3.821 3.941
H125 2.892 -8.057 3.615
H126 -9.979 3.412 -0.247
H127 3.216 1.628 1.499
H128 7.021 6.541 2.287
H129 -6.816 -1.718 0.290
H130 0.763 -2.139 0.128
H131 -8.124 -0.046 4.978
H132 -2.256 1.031 0.042
H133 -1.398 4.411 -2.462
H134 2.770 1.891 -0.986
H135 10.655 0.274 -3.766
H136 -5.698 -3.862 3.301
H137 8.939 5.904 -4.569
H138 6.939 1.718 -2.131
H139 -2.967 3.619 2.020
H140 -1.527 4.657 1.870
H141 0.768 -2.925 -1.470
H142 -2.199 -0.380 1.055
H143 -3.455 4.348 4.251
H144 -1.012 -6.377 0.148
H145 -5.711 -4.685 -6.151
H146 1.387 -7.058 3.568
H147 2.144 -3.218 -0.516
H148 -3.127 3.786 -4.092
H149 9.427 1.632 -2.105
H150 0.630 3.354 6.050
H151 -7.275 6.472 5.275
H152 -7.195 3.794 1.669
H153 -2.605 3.456 6.991
H154 -5.512 -5.964 -1.500
H155 -6.797 2.044 1.946
H156 -6.317 -7.331 -0.560
H157 -8.604 8.400 4.043
H158 6.365 -0.469 -1.109
H159 2.755 -0.798 -0.558
H160 1.629 3.206 -0.584
H161 7.736 5.138 2.992
H162 10.881 0.950 -1.334
H163 1.892 -0.017 3.409
H164 -0.793 -10.273 -1.269
H165 0.245 -5.084 0.409
H166 5.090 5.250 8.440

The HOMO-LUMO gap is 9.89 eV. The calculation puts the HOMO energy at -9.81 eV.